No. 1
17
Properties=species:S:1:pos:R:3:forces:R:3:nbo_charge:R:1 method="wB97M-V/def2-TZVPD" e_homo_ev=-8.651 homo_lumo_gap_ev=9.5 charge=0 relative_energy_kcal_mol=48.32
C -1.77524 -1.10466 -0.22722 -0.1 -0.5 -0.1 0.11
C 0.34766 1.55899 -0.10397 0.2 -0.2 -0.2 -0.66
C -0.92434 -0.68861 0.87479 3.0 1.1 -1.8 -0.46
C 0.62592 0.07857 -0.11530 -3.3 -1.0 1.8 0.05
N -2.71640 -0.36765 -0.63429 -0.6 0.5 -0.2 -0.65
N 1.75823 -0.39335 0.57813 1.0 0.0 0.2 -0.78
S 3.23860 -0.40540 -0.30985 -0.3 -0.1 0.0 0.14
H -1.49409 -2.06320 -0.69598 -0.2 0.2 0.0 0.15
H 0.38686 1.94965 0.91078 0.0 0.0 0.1 0.20
H 1.09321 2.07886 -0.70561 0.1 0.1 -0.1 0.21
H -0.63634 1.75842 -0.51657 -0.1 0.1 -0.1 0.24
H -1.29850 0.13532 1.45856 -0.2 0.1 0.2 0.21
H -0.46799 -1.49039 1.43554 0.0 -0.1 0.1 0.21
H 0.55920 -0.37158 -1.09981 0.0 0.0 0.0 0.20
H -3.22655 -0.72568 -1.44006 0.3 -0.2 0.0 0.34
H 1.90715 0.10132 1.45176 0.0 -0.2 -0.1 0.38
H 3.25107 -1.72720 -0.54833 0.1 0.0 0.0 0.10


No. 2
81
Properties=species:S:1:pos:R:3:forces:R:3:mulliken_charge:R:1 method="wB97M-V/def2-TZVPD" e_homo_ev=-11.133 homo_lumo_gap_ev=7.0 charge=+1
C 3.76123 -3.22062 3.12442 -0.6 0.4 -0.3 -1.26
Si 2.02024 -3.84546 3.44537 1.4 -0.7 -0.1 0.57
C 1.28900 -4.32977 1.79218 -0.3 0.0 0.1 -1.02
C 2.07727 -5.33354 4.56436 -0.5 0.8 0.0 -1.14
N 1.14723 -2.47878 4.27360 -1.0 0.4 0.3 0.41
C -0.25800 -2.75252 4.70386 -0.3 0.4 0.1 -1.38
C -1.38177 -2.24403 3.78594 0.0 -0.5 0.4 0.33
P -2.12382 -3.51850 2.62153 0.2 0.0 -1.0 0.12
N -3.78645 -3.34032 2.95017 0.3 -0.1 0.1 -0.48
O -1.75760 -4.95128 3.34855 0.2 0.4 0.2 -0.57
C -1.01002 -0.96314 3.01532 -0.4 -0.2 -0.1 0.13
F -1.18450 0.10427 3.91446 0.1 0.1 0.1 -0.42
B -1.92887 -0.60649 1.71015 0.3 0.2 -0.3 0.51
N -1.29412 -0.08709 0.55416 -0.6 -0.7 0.6 -0.28
O -3.28991 -0.75175 1.74028 0.0 0.9 0.3 -0.60
N 0.39658 -0.90380 2.62266 0.6 0.1 -0.2 -0.16
C 1.26594 -1.29234 3.64326 0.2 -0.2 0.2 -0.50
N 2.21695 -0.46408 4.05715 -0.1 -0.3 -0.4 -0.16
H 4.04581 -2.39361 3.76867 0.3 -0.1 0.2 0.35
H 3.81148 -2.84838 2.09843 0.1 0.1 -0.1 0.37
H 4.47852 -4.03425 3.18531 0.1 -0.1 0.2 0.36
H 0.56677 -3.64281 1.35363 -0.1 0.1 -0.1 0.19
H 0.78633 -5.29369 1.85980 -0.1 0.0 0.1 0.35
H 2.09974 -4.45479 1.07479 0.1 0.1 0.0 0.45
H 2.57957 -6.12527 4.01448 0.1 -0.1 0.0 0.38
H 2.61562 -5.08250 5.47471 0.1 -0.2 0.1 0.34
H 1.06891 -5.66062 4.81214 0.0 -0.2 0.1 0.34
H -0.34145 -3.80489 4.95456 0.0 -0.1 -0.2 0.55
H -0.37405 -2.22752 5.65198 0.2 0.0 0.1 0.29
H -2.19916 -1.96727 4.45470 -0.1 0.0 -0.1 0.55
H -4.15287 -4.09967 3.51185 -0.2 0.1 0.1 0.26
H -4.28215 -3.29985 2.07133 -0.3 0.0 0.0 0.25
H -1.87537 -4.92231 4.30532 -0.1 -0.3 0.1 0.34
H -1.96057 0.33809 -0.07457 0.1 -0.2 -0.4 0.13
H -0.72546 -0.75364 0.04921 0.4 0.5 -0.3 0.19
H -3.70566 -0.48409 2.56544 -0.2 -0.4 0.2 0.31
H 0.55760 -1.45330 1.78369 -0.1 0.0 -0.1 0.33
H 2.32101 -0.31988 5.04874 0.8 -0.7 0.1 0.30
H 2.82117 0.03826 3.42495 -0.7 0.8 -0.1 0.28
O -1.81059 -0.02312 -2.32321 0.0 0.0 0.0 -0.49
C -2.70478 -0.70678 -2.74841 0.0 -0.1 -0.3 0.84
O -2.96595 -1.86961 -2.12595 0.0 0.0 0.3 -0.35
C -4.11880 -2.66979 -2.41892 -0.1 -0.2 -0.1 -0.38
C -3.87512 -3.61502 -3.57551 0.1 0.1 -0.1 -1.05
C -3.46955 -0.33469 -3.99353 -0.3 0.2 0.2 -1.24
H -4.99360 -2.03910 -2.57768 0.0 0.0 0.0 0.38
H -4.30223 -3.23662 -1.50759 0.1 0.0 0.0 0.29
H -3.67793 -3.07473 -4.50108 -0.1 0.0 0.0 0.28
H -4.74312 -4.25521 -3.73077 0.0 0.0 0.0 0.38
H -3.00864 -4.24372 -3.37168 0.0 0.0 0.0 0.31
H -2.93083 -0.71677 -4.85977 0.0 0.0 0.0 0.32
H -3.50588 0.74948 -4.05603 0.1 0.0 0.0 0.31
H -4.49182 -0.70296 -4.01546 0.1 -0.1 -0.1 0.37
O -1.02023 7.25975 -0.86174 0.0 0.1 0.0 -0.57
C -0.61263 6.13457 -0.78493 0.0 -0.1 0.2 0.72
O -0.88897 5.27137 -1.77716 0.0 0.0 -0.2 -0.42
C -0.28774 3.96974 -1.86849 -0.2 -0.1 0.1 -0.53
C -1.06121 2.93884 -1.07589 -0.1 0.1 0.2 -0.50
C 0.13641 5.64324 0.43465 0.3 0.0 -0.1 -0.88
H 0.76081 4.00579 -1.58711 0.0 0.0 0.0 0.35
H -0.31381 3.71672 -2.92454 0.0 0.1 0.0 0.31
H -1.06270 3.17020 -0.00887 0.1 0.0 0.0 0.19
H -0.62673 1.95190 -1.21481 0.0 0.0 -0.1 0.19
H -2.10183 2.91370 -1.40326 0.0 0.0 -0.1 0.29
H -0.58698 5.29882 1.17272 0.0 0.0 0.0 0.23
H 0.68765 6.48234 0.85048 -0.1 0.1 0.0 0.31
H 0.84703 4.84654 0.22813 -0.1 -0.1 0.0 0.31
O 2.15640 2.93725 -3.24799 0.1 -0.1 0.0 -0.57
C 2.88214 3.59000 -3.94934 -0.1 0.2 -0.2 0.85
O 3.81595 4.35831 -3.36394 0.1 -0.1 0.2 -0.37
C 4.84566 5.03421 -4.09679 0.1 0.2 -0.1 -0.42
C 4.38824 6.38604 -4.60149 -0.2 0.0 0.0 -0.98
C 2.71142 3.63614 -5.44864 0.2 -0.3 -0.1 -1.12
H 5.22594 4.40069 -4.89867 -0.1 0.0 0.0 0.37
H 5.65827 5.15886 -3.38367 0.0 0.0 0.1 0.31
H 3.56606 6.29376 -5.31103 0.0 0.0 -0.1 0.27
H 5.21037 6.90403 -5.09480 0.0 0.0 0.0 0.37
H 4.03700 6.99813 -3.77134 0.0 0.0 0.0 0.30
H 1.98242 4.40827 -5.69226 0.0 0.0 0.0 0.26
H 2.32406 2.67450 -5.77382 -0.1 0.0 0.1 0.34
H 3.63069 3.82611 -5.99640 0.0 0.1 0.0 0.35


No. 3
96
Properties=species:S:1:pos:R:3:forces:R:3:lowdin_spin:R:1 method="wB97M-V/def2-TZVPD" spin_multiplicity=5 e_homo_ev="-7.178 / -7.124" homo_lumo_gap_ev="7.0 / 6.9" charge=0 relative_energy_kcal_mol=30.89
Pm 10.48770 10.96190 9.58378 -0.3 -0.3 0.9 4.06
C 11.36378 12.64605 12.60235 -0.2 0.0 -1.8 0.00
N 11.50843 11.22580 12.11202 -1.7 0.9 -0.2 0.00
C 10.86547 10.32513 13.03523 1.0 -2.0 1.4 0.00
C 12.89589 10.88985 11.90134 0.7 -0.5 -0.4 0.00
C 13.23904 9.60569 11.12027 -1.6 0.7 0.2 0.00
C 14.45070 9.04095 11.43901 0.4 -0.1 -0.2 0.00
C 14.97252 8.06575 10.62061 -1.9 -0.6 -1.0 0.00
C 14.11946 7.58635 9.61216 1.2 -0.6 0.0 0.00
C 12.85592 8.08492 9.38651 0.0 -0.8 -0.4 0.00
C 12.37988 9.18449 10.07192 -0.6 1.2 0.8 -0.01
H 11.58778 12.77680 13.64812 0.4 -0.3 0.6 0.00
H 10.32560 13.06810 12.45649 1.0 -0.8 -0.2 0.00
H 12.10995 13.22195 11.99709 -0.8 -0.1 0.6 0.00
H 11.36747 10.44355 14.04160 -0.5 -0.1 -0.6 0.00
H 11.03177 9.23695 12.75916 0.0 1.3 0.0 0.00
H 9.80033 10.42761 13.19246 -0.2 0.6 -0.4 0.00
H 13.45189 10.88771 12.88164 -0.1 0.5 -0.9 0.00
H 13.17284 11.62844 11.14164 1.0 0.6 0.8 0.00
H 14.98116 9.39584 12.29641 0.4 0.2 0.4 0.00
H 15.86962 7.54088 10.78526 1.1 -0.2 0.3 0.00
H 14.43309 6.76458 8.96527 0.2 0.1 0.3 0.00
H 12.28272 7.47824 8.66884 -0.1 0.7 0.0 0.00
F 6.66628 8.75160 6.12918 0.0 -0.2 0.1 0.00
C 7.71032 9.56377 6.39865 1.2 0.3 -0.8 0.00
C 9.00167 9.22816 5.95426 0.6 -0.3 0.4 0.00
C 10.09817 10.03125 6.24727 -0.4 0.0 -0.2 0.00
C 9.92670 11.28059 6.89893 0.3 -1.5 -0.8 0.00
C 11.07108 11.97026 7.33353 -0.7 2.6 1.4 -0.02
C 8.64038 11.58744 7.29590 -1.6 0.7 1.5 0.00
C 7.52420 10.73791 7.05136 0.2 1.0 0.5 0.00
H 9.17346 8.27326 5.48583 -0.1 -0.2 -0.3 0.00
H 11.15047 9.84444 5.97535 -0.8 -0.6 -0.1 0.00
H 10.93364 13.06857 7.35839 0.2 -0.6 0.2 0.00
H 12.00857 11.71522 6.96639 1.5 -0.7 -0.9 0.00
H 8.52126 12.50994 7.93708 -0.2 -1.0 -0.9 0.00
H 6.53135 10.98449 7.41910 0.2 0.1 0.0 0.00
C 8.25356 17.35414 5.66372 -0.6 0.5 -1.9 0.00
C 9.74116 17.45563 5.83630 0.4 -1.0 1.3 0.00
C 10.23320 16.29638 6.76614 -0.3 0.2 -0.3 0.00
C 9.15207 16.11059 7.88201 1.4 0.3 -0.8 0.00
C 7.89442 15.53725 7.28691 -0.9 2.1 -0.9 0.00
C 7.72209 15.94896 5.81306 0.6 0.3 -0.4 0.00
P 9.67394 14.99289 9.22864 -0.7 -0.3 0.8 0.00
C 8.32695 15.04949 10.60734 1.6 0.5 0.7 0.00
C 7.08930 14.25772 10.32076 -0.1 -1.0 -0.9 0.00
C 6.23761 13.95104 11.55607 -0.4 -0.4 1.0 0.00
C 6.26497 15.20299 12.51532 0.0 -0.8 -0.5 0.00
C 6.55802 16.47727 11.73492 -0.3 0.5 1.7 0.00
C 7.91048 16.46134 11.13167 1.9 0.5 -2.2 0.00
C 11.09040 15.90402 9.95346 0.3 0.2 1.3 0.00
C 11.10218 17.45129 9.92901 -0.7 0.6 -0.8 0.00
C 12.51723 18.07171 10.15170 -0.2 -0.7 -0.5 0.00
C 13.40771 17.08707 10.95746 -1.0 -0.1 -0.5 0.00
C 13.59767 15.67204 10.30178 -1.0 2.6 -1.9 0.00
C 12.39986 15.38192 9.36100 0.5 -1.3 1.0 0.00
H 8.02159 17.72880 4.64973 -0.1 -0.1 0.3 0.00
H 7.71109 18.00485 6.29847 -0.5 0.8 1.0 0.00
H 10.02691 18.40946 6.28698 0.0 0.0 -0.1 0.00
H 10.18862 17.36348 4.86771 0.6 0.0 -0.5 0.00
H 11.20995 16.58689 7.14821 0.0 -0.2 0.1 0.00
H 10.36683 15.36598 6.18394 0.0 0.3 0.3 0.00
H 8.96389 17.12593 8.20483 -0.2 0.2 0.5 0.00
H 7.09806 16.06871 7.85816 -0.1 -1.2 -0.3 0.00
H 7.96691 14.49134 7.35542 -0.7 -1.5 0.4 0.00
H 6.69977 15.95543 5.44642 -0.3 -0.4 0.3 0.00
H 8.31298 15.36212 5.09223 -0.3 -0.4 0.5 0.00
H 8.89354 14.48435 11.38790 -0.3 0.4 -0.2 0.00
H 7.33551 13.38862 9.69933 -0.1 -0.3 0.6 0.00
H 6.55522 14.86215 9.62642 -1.1 0.6 -0.5 0.00
H 6.58266 13.04427 12.13321 0.2 0.9 -0.7 0.00
H 5.19942 13.65213 11.30496 0.4 0.5 -0.3 0.00
H 7.04266 14.95635 13.23441 0.2 0.5 0.3 0.00
H 5.34797 15.38449 13.07016 -0.2 -0.5 0.1 0.00
H 6.41932 17.37274 12.38980 0.2 -0.6 -0.4 0.00
H 5.82120 16.56153 10.97123 -0.7 0.1 -0.7 0.00
H 8.69239 16.86399 11.77007 0.0 -0.2 0.5 0.00
H 7.97928 17.17399 10.24855 -0.4 -0.7 0.8 0.00
H 11.05960 15.61627 11.02905 0.1 -0.1 -0.4 0.00
H 10.38346 17.87298 10.64799 0.2 -0.3 0.0 0.00
H 10.69020 17.75855 8.92885 0.6 0.0 0.9 0.00
H 12.49001 19.05931 10.63646 -0.3 -0.4 0.2 0.00
H 12.89262 18.30709 9.15943 0.5 -0.2 -0.2 0.00
H 12.92713 17.09883 11.93642 0.0 -0.8 0.2 0.00
H 14.34738 17.51615 11.15023 1.4 0.7 0.1 0.00
H 13.57468 14.89634 10.99896 0.4 -1.1 1.4 0.00
H 14.51125 15.64364 9.67758 -0.2 0.0 0.6 0.00
H 12.44394 14.27208 9.25187 -0.6 0.6 -0.2 0.00
H 12.50112 15.76866 8.37001 0.4 0.4 -0.6 0.00
N 8.00590 8.02780 9.08346 1.3 0.6 0.6 0.00
C 8.92534 8.70951 9.30137 -1.0 -0.2 -0.4 0.00
H 7.29526 7.33672 9.10452 -0.4 -0.2 -0.2 0.00
F 8.90558 11.68446 10.88907 0.4 -0.2 -0.6 -0.01
C 4.24655 6.24511 12.49923 -0.1 -0.4 -0.8 0.00
F 4.17453 5.45893 11.43721 0.1 0.0 0.6 0.00
F 4.08901 7.42215 11.98743 0.0 0.4 0.2 0.00


no.,E_tot (eV)
1,-18123.4891
2,-64821.7837
3,-77864.9227